No. 1
BrCl2MnO8 | ωB97M-V/def2-TZVPD

Summary:
**HOMO level (alpha / beta)**: -6.7 / -6.7 eV
**E_LUMO (alpha / beta)**: 0.5 / 0.2 eV
**Orbital gap (alpha / beta)**: 7.159 / 6.889 eV
**ΔE to the lowest compared entry with this formula, charge and spin**: 0.000 eV
**⟨S²⟩**: 8.756

The geometry in ORCA input format:
```
! wB97M-V def2-TZVPD RIJCOSX def2/J DEFGRID3
* xyz -1 6
Mn -13.783 -1.030 32.348
Br -13.688 -3.573 31.758
Cl -10.820 -1.632 34.622
O -10.555 -3.006 34.495
O -11.128 -1.184 35.928
O -9.708 -0.777 34.210
O -11.898 -1.263 33.738
Cl -14.158 1.814 34.543
O -13.886 1.854 35.944
O -12.985 2.172 33.783
O -14.721 0.493 34.221
O -15.163 2.803 34.185
*
```

natural (NBO) atomic charges, in units of e: Mn 1.626; Br -0.729; Cl 2.590; O -0.818; O -0.831; O -0.873; O -1.023; Cl 2.530; O -0.809; O -0.843; O -0.954; O -0.866



No. 2
C8H20BF5HgN3O3PS | ωB97M-V/def2-TZVPD

Summary:
**HOMO level**: -15.2 eV
**E_LUMO**: -12.5 eV
**Orbital gap**: 2.707 eV

The geometry in ORCA input format:
```
! wB97M-V def2-TZVPD RIJCOSX def2/J DEFGRID3
* xyz 2 1
C 2.491 -2.838 1.451
C 1.577 -1.551 1.988
C 0.072 -1.550 1.345
P -0.358 -0.057 0.243
C 1.082 -0.337 -0.966
C 2.199 0.854 -1.050
N 1.904 1.900 -2.147
N 2.559 1.510 0.264
N 3.497 0.170 -1.532
B -1.563 -0.425 -1.250
C -2.208 -1.952 -1.478
O -1.960 0.655 -2.195
S -2.133 0.260 1.468
O -3.110 -0.941 1.447
O -1.758 0.495 2.984
C -3.124 1.777 0.961
F -4.081 1.549 -0.148
F -3.973 2.123 2.163
C -2.174 3.133 0.726
F -1.539 3.150 -0.612
F -1.178 3.266 1.853
F -3.114 4.301 0.920
H 3.222 -3.256 2.274
H 1.836 -3.680 0.941
H 3.174 -2.403 0.574
H 2.185 -0.562 1.853
H 1.489 -1.722 3.167
H 0.006 -2.519 0.652
H -0.680 -1.756 2.231
H -0.054 1.327 0.477
H 1.684 -1.353 -0.791
H 0.633 -0.450 -2.067
H 0.885 2.112 -2.073
H 2.507 2.736 -1.983
H 2.266 2.530 0.204
H 3.599 1.533 0.354
H 3.779 -0.401 -0.680
H 4.262 0.894 -1.641
H -3.309 -1.896 -1.021
H -1.632 -2.728 -0.806
H -2.194 -2.277 -2.606
H -2.787 0.309 -2.683
Hg -3.981 -1.930 -2.809
*
```

natural (NBO) atomic charges, in units of e: C -0.631; C -0.453; C -0.690; P 0.666; C -0.722; C 0.414; N -0.805; N -0.876; N -0.812; B 0.857; C -1.134; O -0.848; S 1.582; O -0.818; O -0.705; C 0.427; F -0.304; F -0.268; C 0.929; F -0.312; F -0.298; F -0.277; H 0.275; H 0.216; H 0.200; H 0.258; H 0.270; H 0.263; H 0.320; H 0.117; H 0.318; H 0.277; H 0.363; H 0.391; H 0.387; H 0.401; H 0.350; H 0.388; H 0.285; H 0.360; H 0.246; H 0.480; Hg 0.913



No. 3
C4H11N3O | ωB97M-V/def2-TZVPD

Summary:
**HOMO level (alpha / beta)**: -7.3 / -7.3 eV
**E_LUMO (alpha / beta)**: 0.9 / 0.9 eV
**Orbital gap (alpha / beta)**: 8.184 / 8.183 eV
**ΔE to the lowest compared entry with this formula, charge and spin**: 4.441 eV

The geometry in ORCA input format:
```
! wB97M-V def2-TZVPD RIJCOSX def2/J DEFGRID3
* xyz 0 1
C 2.007 0.077 0.804
C -0.575 -1.643 -0.687
C -1.211 0.645 1.166
C -0.440 -0.156 -0.978
N 2.399 0.155 -0.443
N -0.463 2.071 -0.442
N -0.746 0.865 -0.206
O 1.914 -1.001 1.353
H 0.046 -2.263 -1.272
H -0.115 -1.871 0.298
H -1.553 -2.099 -0.902
H -2.088 -0.056 1.087
H -0.375 -0.052 1.610
H -1.348 1.545 1.803
H -0.371 0.028 -2.112
H 2.524 1.035 -0.794
H 2.831 -0.695 -0.967
H 2.105 1.053 1.301
H -0.061 2.071 -1.381
*
```

natural (NBO) atomic charges, in units of e: C 0.507; C -0.687; C -0.446; C -0.098; N -0.792; N -0.600; N -0.053; O -0.632; H 0.225; H 0.243; H 0.214; H 0.219; H 0.238; H 0.251; H 0.187; H 0.385; H 0.413; H 0.130; H 0.296



No. 4
C3H7N2O2 | ωB97M-V/def2-TZVPD

Summary:
**HOMO level**: -13.1 eV
**E_LUMO**: -3.5 eV
**Orbital gap**: 9.598 eV
**ΔE to the lowest compared entry with this formula, charge and spin**: 2.730 eV

The geometry in ORCA input format:
```
! wB97M-V def2-TZVPD RIJCOSX def2/J DEFGRID3
* xyz 1 1
C -2.365 0.279 -0.648
C 2.817 0.094 -0.141
C 4.090 -0.115 -0.108
N -1.255 0.586 0.005
N -3.227 -0.490 0.002
O 1.627 0.309 -0.071
O -0.946 0.059 1.245
H -2.442 0.733 -1.576
H 4.541 -0.731 -0.885
H -0.414 1.089 -0.480
H 4.786 -0.054 0.677
H -4.278 -0.719 -0.156
H -2.898 -0.832 0.898
H -0.036 -0.209 1.239
*
```

natural (NBO) atomic charges, in units of e: C 0.350; C 0.745; C -0.723; N -0.226; N -0.738; O -0.599; O -0.517; H 0.246; H 0.291; H 0.454; H 0.294; H 0.469; H 0.435; H 0.518



Calculated values (Eh/bohr) of strongest force on any atom for the records, taken in order: 0.097, 0.211, 0.087, 0.079.